Here is C13H25CoIN6O11PS as an isolated structure at a distorted geometry from OMol25. Energies are from wB97M-V/def2-TZVPD.

Last column: Mulliken charge in e.
Cartesian coordinates (Å):
Co1 0.499 0.556 0.325  1.80
O1 3.175 2.953 3.282  -0.51
C1 2.746 1.946 2.501  0.71
O2 3.161 1.756 1.393  -0.46
C2 1.690 1.140 3.228  -1.01
O3 1.173 0.025 2.542  -0.23
C3 2.043 -1.107 2.473  -0.63
C4 2.848 -1.151 1.172  0.55
O4 4.018 -1.523 1.210  -0.78
O5 2.165 -0.804 0.144  -0.73
H1 3.743 3.513 2.738  0.37
H2 0.851 1.809 3.406  0.42
H3 2.118 0.844 4.189  0.52
H4 2.698 -1.153 3.343  0.45
H5 1.399 -1.987 2.461  0.23
N1 -3.073 2.424 -1.218  -0.73
C5 -2.168 2.100 -0.137  0.08
N2 -2.954 2.004 1.095  -0.65
O6 -1.459 1.017 -0.436  -0.93
H6 -3.596 3.260 -0.985  0.25
H7 -2.517 2.610 -2.047  0.31
H8 -2.890 2.862 1.634  0.38
H9 -2.521 1.290 1.662  0.35
C6 -3.217 -2.693 -1.699  -0.91
N3 -1.997 -2.568 -2.494  0.18
C7 -1.191 -3.771 -2.307  -0.90
N4 -0.876 -4.062 -0.909  0.08
C8 -2.125 -4.137 -0.155  -0.95
N5 -2.974 -2.956 -0.279  0.10
C9 -2.382 -1.784 0.380  -1.19
P1 -0.747 -1.312 -0.357  2.66
C10 -1.256 -1.350 -2.141  -1.27
C11 0.008 -3.022 -0.351  -1.09
H10 -3.800 -3.525 -2.101  0.27
H11 -3.796 -1.773 -1.791  0.46
H12 -0.258 -3.662 -2.862  0.41
H13 -1.747 -4.620 -2.712  0.32
H14 -1.888 -4.290 0.900  0.42
H15 -2.688 -5.002 -0.515  0.31
H16 -2.255 -1.996 1.445  0.31
H17 -3.043 -0.925 0.276  0.54
H18 -0.359 -1.276 -2.759  0.33
H19 -1.873 -0.472 -2.320  0.36
H20 0.275 -3.300 0.673  0.38
H21 0.934 -2.981 -0.925  0.35
N6 3.448 0.997 -1.499  -0.17
C12 2.388 1.806 -1.613  0.29
O7 1.229 1.402 -1.456  -0.43
C13 2.632 3.239 -2.019  -1.04
I1 2.814 3.351 -4.149  -0.01
H22 3.256 0.130 -0.980  0.28
H23 4.365 1.397 -1.408  0.24
H24 3.557 3.636 -1.614  0.50
H25 1.786 3.842 -1.719  0.30
O8 -1.204 3.324 -0.082  -0.41
S1 -0.227 3.494 1.153  0.98
O9 0.966 4.113 0.619  -0.77
O10 0.018 2.101 1.631  -0.93
O11 -0.922 4.263 2.164  -0.77

For the HOMO energy (spin up / spin down), the calculation gives -6.03 / -5.90 eV. The relative energy (zero: lowest compared OMol25 entry of this formula, charge and spin) is 0.627 eV. The HOMO-LUMO gap (spin up / spin down) comes out at 8.22 / 8.10 eV. Its total charge is -1. The LUMO energy (spin up / spin down) is 2.19 / 2.19 eV. The expectation value of S² is 0.77. The spin multiplicity is 2.